Run 1
This record from the Open Molecules 2025 dataset describes C6H13NS in the gas phase. The level of theory is ωB97M-V/def2-TZVPD.

Calculated values
SMILES ... CC(C)(C)[C@@H]1CN1S
LUMO energy ... 0.872 eV
HOMO-LUMO gap ... 9.50 eV
Highest occupied orbital energy ... -8.63 eV

Last columns: bonded neighbours and bond lengths (Å).
CARTESIAN COORDINATES (ANGSTROEM)
1 C 1.31 -1.36 -1.20  C2 1.486, N7 1.439, H9 1.069, H10 1.094
2 C 0.03 -0.68 -0.90  C1 1.486, C6 1.549, N7 1.402, H11 1.147
3 C -1.49 -0.34 1.15  C6 1.627, H12 1.012, H13 1.066, H14 1.017
4 C -0.35 1.66 0.07  C6 1.503, H15 1.151, H16 1.013, H17 1.098
5 C 1.04 0.17 1.20  C6 1.476, H18 1.007, H19 1.047, H20 1.098
6 C -0.18 0.20 0.36  C2 1.549, C3 1.627, C4 1.503, C5 1.476
7 N 0.83 -0.23 -1.95  C1 1.439, C2 1.402, S8 1.761
8 S 0.24 -0.59 -3.57  N7 1.761, H21 1.415
9 H 2.18 -1.18 -0.60  C1 1.069
10 H 1.23 -2.39 -1.54  C1 1.094
11 H -0.90 -1.28 -1.21  C2 1.147
12 H -1.46 0.01 2.10  C3 1.012
13 H -1.41 -1.38 1.33  C3 1.066
14 H -2.34 -0.09 0.65  C3 1.017
15 H -0.90 1.78 -0.93  C4 1.151
16 H -1.02 2.13 0.67  C4 1.013
17 H 0.59 2.21 -0.01  C4 1.098
18 H 0.77 0.40 2.14  C5 1.007
19 H 1.79 0.71 0.72  C5 1.047
20 H 1.40 -0.87 1.19  C5 1.098
21 H 1.51 -0.35 -4.14  S8 1.415

Run 2
This record from the Open Molecules 2025 dataset describes C6H13NS in the gas phase. The level of theory is ωB97M-V/def2-TZVPD.

Calculated values
SMILES ... C/C=C(/CNC)SC
LUMO energy ... 0.952 eV
HOMO-LUMO gap ... 8.96 eV
Highest occupied orbital energy ... -8.01 eV

Last columns: bonded neighbours and bond lengths (Å).
CARTESIAN COORDINATES (ANGSTROEM)
1 C -2.03 -0.38 -2.68  H7 1.132, H8 1.151, H9 1.112, N20 1.471
2 C -0.80 0.43 -0.83  C3 1.564, H11 1.068, H12 1.097, N20 1.467
3 C 0.50 0.41 0.03  C2 1.564, C5 1.341, S21 1.836
4 C -1.13 -1.43 1.54  H13 1.126, H14 1.081, H15 1.090, S21 1.833
5 C 1.49 1.31 -0.14  C3 1.341, C6 1.499, H16 1.117
6 C 2.69 1.54 0.72  C5 1.499, H17 1.095, H18 1.040, H19 1.051
7 H -2.88 0.31 -2.39  C1 1.132
8 H -2.40 -1.31 -3.25  C1 1.151
9 H -1.49 0.25 -3.42  C1 1.112
10 H -0.24 -0.89 -2.10  N20 1.028
11 H -1.58 0.72 -0.17  C2 1.068
12 H -0.82 1.23 -1.58  C2 1.097
13 H -1.15 -1.93 0.53  C4 1.126
14 H -1.08 -2.23 2.26  C4 1.081
15 H -2.07 -0.88 1.57  C4 1.090
16 H 1.61 1.92 -1.06  C5 1.117
17 H 2.49 1.48 1.80  C6 1.095
18 H 3.25 0.69 0.51  C6 1.040
19 H 3.10 2.47 0.46  C6 1.051
20 N -1.13 -0.78 -1.59  C1 1.471, C2 1.467, H10 1.028
21 S 0.43 -0.48 1.63  C3 1.836, C4 1.833

Computed relative energies in units of eV: run 1 1.016; run 2 0.000

Run 1
This record from the Open Molecules 2025 dataset describes C4H3NO3 in the gas phase. The level of theory is ωB97M-V/def2-TZVPD.

Calculated values
SMILES ... CC(=O)C(=O)N=C=O
LUMO energy ... 0.044 eV
HOMO-LUMO gap ... 9.93 eV
Highest occupied orbital energy ... -9.88 eV

Last columns: bonded neighbours and bond lengths (Å).
CARTESIAN COORDINATES (ANGSTROEM)
1 C -1.10 1.23 -0.26  C3 1.501, H9 1.087, H10 1.076, H11 1.085
2 C 1.03 -2.08 -0.40  N4 1.217, O6 1.156
3 C 0.25 0.58 -0.23  C1 1.501, C5 1.641, O7 1.205
4 N 0.92 -1.63 0.72  C2 1.217, C5 1.358
5 C 0.49 -0.39 1.07  C3 1.641, N4 1.358, O8 1.190
6 O 1.27 -2.73 -1.33  C2 1.156
7 O 1.21 0.90 -0.89  C3 1.205
8 O 0.20 -0.02 2.16  C5 1.190
9 H -0.99 2.29 -0.46  C1 1.087
10 H -1.67 0.77 -1.05  C1 1.076
11 H -1.62 1.09 0.68  C1 1.085

Run 2
This record from the Open Molecules 2025 dataset describes C4H3NO3 in the gas phase. The level of theory is ωB97M-V/def2-TZVPD.

Calculated values
SMILES ... O=COc1cnco1
LUMO energy ... 0.611 eV
HOMO-LUMO gap ... 9.83 eV
Highest occupied orbital energy ... -9.22 eV

Last columns: bonded neighbours and bond lengths (Å).
CARTESIAN COORDINATES (ANGSTROEM)
1 C -2.32 0.06 -0.08  H5 1.113, O9 1.258, O10 1.399
2 C -0.01 0.21 -0.18  C3 1.375, O10 1.368, O11 1.391
3 C 1.06 0.91 0.33  C2 1.375, H6 1.076, N8 1.282
4 C 1.84 -0.98 -0.07  H7 1.030, N8 1.323, O11 1.447
5 H -3.25 0.65 -0.26  C1 1.113
6 H 1.09 1.94 0.65  C3 1.076
7 H 2.49 -1.77 -0.22  C4 1.030
8 N 2.16 0.25 0.31  C3 1.282, C4 1.323
9 O -2.32 -0.99 0.61  C1 1.258
10 O -1.20 0.75 -0.57  C1 1.399, C2 1.368
11 O 0.47 -1.05 -0.53  C2 1.391, C4 1.447

Run 3
This record from the Open Molecules 2025 dataset describes C4H3NO3 in the gas phase. The level of theory is ωB97M-V/def2-TZVPD.

Calculated values
LUMO energy ... -0.100 eV
HOMO-LUMO gap ... 10.15 eV
Highest occupied orbital energy ... -10.25 eV

Last columns: bonded neighbours and bond lengths (Å).
CARTESIAN COORDINATES (ANGSTROEM)
1 N 1.43 -0.69 0.13  C2 1.485, C3 1.331, H9 1.017
2 C 0.18 -1.48 0.18  N1 1.485, C4 1.900, O6 1.371, O7 1.198
3 C 1.08 0.59 0.08  N1 1.331, C4 1.777, O8 1.182
4 C -0.64 0.21 -0.14  C2 1.900, C3 1.777, C5 1.329, O6 1.382
5 C -1.57 1.16 -0.24  C4 1.329, H10 1.079, H11 1.079
6 O -0.69 -1.02 -0.78  C2 1.371, C4 1.382
7 O 0.16 -2.58 0.66  C2 1.198
8 O 1.53 1.64 0.37  C3 1.182
9 H 2.34 -1.02 0.45  N1 1.017
10 H -1.33 2.16 0.09  C5 1.079
11 H -2.48 1.02 -0.79  C5 1.079

Computed relative energies in units of eV: run 1 0.000; run 2 1.341; run 3 1.699

Run 1
This record from the Open Molecules 2025 dataset describes a gas-phase ion, H2NO5PS (charge -2). The level of theory is ωB97M-V/def2-TZVPD.

Calculated values
SMILES ... N[P@](=O)([O-])S(=O)(=O)[O-]
Net charge ... -2
LUMO energy ... 6.667 eV
HOMO-LUMO gap ... 7.37 eV
Highest occupied orbital energy ... -0.70 eV

Last columns: bonded neighbours and bond lengths (Å).
CARTESIAN COORDINATES (ANGSTROEM)
1 N -1.59 0.35 0.02  P7 1.774, H9 1.088, H10 1.085
2 O 0.14 1.97 1.21  P7 1.482
3 O 2.37 -0.83 0.10  S8 1.479
4 O 0.11 1.76 -1.40  P7 1.503
5 O 0.45 -1.53 -1.22  S8 1.475
6 O 0.32 -1.50 1.19  S8 1.444
7 P -0.01 1.16 -0.03  N1 1.774, O2 1.482, O4 1.503, S8 2.226
8 S 0.90 -0.87 0.03  O3 1.479, O5 1.475, O6 1.444, P7 2.226
9 H -1.55 -0.29 0.90  N1 1.088
10 H -1.15 -0.21 -0.80  N1 1.085

Run 2
This record from the Open Molecules 2025 dataset describes 2 unconnected molecules or ions with the total composition H2NO5PS. The level of theory is ωB97M-V/def2-TZVPD.

Calculated values
Net charge ... -2
LUMO energy (alpha / beta) ... 6.463 / 6.829 eV
HOMO-LUMO gap (alpha / beta) ... 7.13 / 6.73 eV
Highest occupied orbital energy (alpha / beta) ... -0.67 / 0.10 eV

Last columns: bonded neighbours and bond lengths (Å).
CARTESIAN COORDINATES (ANGSTROEM)
1 N -1.75 0.19 0.05  P7 1.723, H9 1.014, H10 1.012
2 O -0.14 1.93 1.19  P7 1.489
3 O 0.55 -1.38 1.25  S8 1.484
4 O -0.25 1.79 -1.39  P7 1.491
5 O 3.56 -0.59 0.03  no bonds
6 O 0.56 -1.49 -1.19  S8 1.480
7 P -0.31 1.12 -0.06  N1 1.723, O2 1.489, O4 1.491, S8 2.314
8 S 1.05 -0.75 0.00  O3 1.484, O6 1.480, P7 2.314
9 H -1.59 -0.38 0.87  N1 1.014
10 H -1.69 -0.42 -0.76  N1 1.012

Computed relative energies in units of eV: run 1 0.000; run 2 3.790

Run 1
This record from the Open Molecules 2025 dataset describes 2 unconnected molecules or ions with the total composition C3H12NOS2. The level of theory is ωB97M-V/def2-TZVPD.

Calculated values
Net charge ... +1
LUMO energy ... -3.367 eV
HOMO-LUMO gap ... 8.86 eV
Highest occupied orbital energy ... -12.23 eV

Last columns: bonded neighbours and bond lengths (Å).
CARTESIAN COORDINATES (ANGSTROEM)
1 N 1.04 2.48 -0.50  C2 1.490, H7 1.023, H8 1.018, H9 1.038
2 C 0.69 1.60 -1.66  N1 1.490, C3 1.538, H10 1.110, H11 1.096
3 C -0.62 0.81 -1.54  C2 1.538, S4 1.807, H12 1.118, H13 1.086
4 S -1.10 0.09 0.05  C3 1.807, S5 1.915
5 S -1.03 -1.82 0.25  S4 1.915, C6 1.759
6 C 0.34 -2.67 0.96  S5 1.759, H14 1.087, H15 1.089, H16 1.092
7 H 0.20 2.88 -0.07  N1 1.023
8 H 1.63 3.23 -0.86  N1 1.018
9 H 1.57 1.94 0.20  N1 1.038
10 H 1.40 0.77 -1.84  C2 1.110
11 H 0.56 2.28 -2.51  C2 1.096
12 H -1.43 1.55 -1.76  C3 1.118
13 H -0.70 0.08 -2.34  C3 1.086
14 H -0.10 -2.95 1.91  C6 1.087
15 H 1.27 -2.17 1.19  C6 1.089
16 H 0.75 -3.58 0.52  C6 1.092
17 H 1.55 0.11 1.94  O19 0.972
18 H 2.58 1.18 2.24  O19 0.957
19 O 1.69 1.07 1.90  H17 0.972, H18 0.957

Run 2
This record from the Open Molecules 2025 dataset describes 3 unconnected molecules or ions with the total composition C3H12NOS2. The level of theory is ωB97M-V/def2-TZVPD.

Calculated values
Net charge ... +1
LUMO energy ... -10.230 eV
HOMO-LUMO gap ... 2.27 eV
Highest occupied orbital energy ... -12.50 eV

Last columns: bonded neighbours and bond lengths (Å).
CARTESIAN COORDINATES (ANGSTROEM)
1 N 0.31 -1.71 0.63  C2 1.475, H7 1.068, H9 1.094
2 C 0.51 -0.99 -0.65  N1 1.475, C3 1.583, C4 1.530, H10 1.119
3 C 1.75 -1.54 -1.47  C2 1.583, H11 1.090, H12 1.094, H13 1.131
4 C 0.73 0.51 -0.46  C2 1.530, S5 1.795, H14 1.127, H15 1.137
5 S -0.54 1.20 0.60  C4 1.795
6 S -1.14 2.30 4.91  H8 1.298, H16 1.283
7 H -0.05 -2.70 0.49  N1 1.068
8 H -1.44 2.51 3.66  S6 1.298
9 H -0.49 -1.16 1.14  N1 1.094
10 H -0.40 -1.08 -1.29  C2 1.119
11 H 2.68 -1.25 -0.98  C3 1.090
12 H 1.68 -2.63 -1.52  C3 1.094
13 H 1.75 -1.08 -2.50  C3 1.131
14 H 1.76 0.79 -0.10  C4 1.127
15 H 0.73 1.15 -1.40  C4 1.137
16 H -1.84 3.30 5.27  S6 1.283
17 H -1.93 0.84 -1.30  O19 0.968
18 H -2.31 1.03 -2.82  O19 0.967
19 O -1.75 0.54 -2.20  H17 0.968, H18 0.967

Computed relative energies in units of eV: run 1 0.000; run 2 4.864

Run 1
This record from the Open Molecules 2025 dataset describes C7H10O2 in the gas phase. The level of theory is ωB97M-V/def2-TZVPD.

Calculated values
SMILES ... C1#CCOCOCCC1
LUMO energy ... 0.991 eV
HOMO-LUMO gap ... 10.16 eV
Highest occupied orbital energy ... -9.17 eV

Last columns: bonded neighbours and bond lengths (Å).
CARTESIAN COORDINATES (ANGSTROEM)
1 C -1.35 -0.33 -1.43  C2 1.480, C7 1.521, H8 1.163, H9 1.102
2 C -0.54 0.83 -0.99  C1 1.480, H10 1.184, H11 1.182, O18 1.343
3 C 1.63 0.93 0.02  H12 1.254, H13 1.187, O18 1.393, O19 1.468
4 C 1.60 -0.58 1.89  C5 1.503, H14 1.113, H15 1.067, O19 1.466
5 C 0.32 -1.04 1.25  C4 1.503, C6 1.210
6 C -0.83 -1.07 0.87  C5 1.210, C7 1.449
7 C -1.85 -0.99 -0.16  C1 1.521, C6 1.449, H16 1.197, H17 1.138
8 H -0.72 -1.07 -2.06  C1 1.163
9 H -2.24 0.04 -1.98  C1 1.102
10 H -0.61 1.75 -1.73  C2 1.184
11 H -0.73 1.40 0.02  C2 1.182
12 H 1.30 1.96 0.66  C3 1.254
13 H 2.48 1.30 -0.72  C3 1.187
14 H 1.33 0.12 2.71  C4 1.113
15 H 2.17 -1.44 2.14  C4 1.067
16 H -2.41 -1.96 -0.58  C7 1.197
17 H -2.70 -0.33 0.23  C7 1.138
18 O 0.75 0.47 -0.96  C2 1.343, C3 1.393
19 O 2.42 0.01 0.83  C3 1.468, C4 1.466

Run 2
This record from the Open Molecules 2025 dataset describes C7H10O2 in the gas phase. The level of theory is ωB97M-V/def2-TZVPD.

Calculated values
SMILES ... CC1=C[C@H]2O[C@@H]2[C@@H](C)O1
LUMO energy ... 1.004 eV
HOMO-LUMO gap ... 9.75 eV
Highest occupied orbital energy ... -8.75 eV

Last columns: bonded neighbours and bond lengths (Å).
CARTESIAN COORDINATES (ANGSTROEM)
1 C -0.23 -1.68 -1.87  C2 1.523, H8 1.087, H9 1.098, H10 1.098
2 C -0.06 -1.26 -0.42  C1 1.523, C7 1.511, H11 1.087, O18 1.477
3 C 0.53 1.04 0.46  C4 1.501, C5 1.355, O18 1.397
4 C 1.48 2.15 0.12  C3 1.501, H12 1.094, H13 1.080, H14 1.106
5 C -0.36 1.06 1.48  C3 1.355, C6 1.494, H15 1.105
6 C -0.93 -0.31 1.61  C5 1.494, C7 1.462, H16 1.081, O19 1.459
7 C -1.30 -0.74 0.26  C2 1.511, C6 1.462, H17 1.097, O19 1.417
8 H -0.83 -0.96 -2.42  C1 1.087
9 H -0.73 -2.65 -1.92  C1 1.098
10 H 0.74 -1.79 -2.38  C1 1.098
11 H 0.48 -1.99 0.19  C2 1.087
12 H 1.26 2.49 -0.90  C4 1.094
13 H 1.36 2.98 0.79  C4 1.080
14 H 2.53 1.79 0.09  C4 1.106
15 H -0.46 1.89 2.21  C5 1.105
16 H -0.29 -1.01 2.13  C6 1.081
17 H -1.77 0.04 -0.36  C7 1.097
18 O 0.74 -0.02 -0.42  C2 1.477, C3 1.397
19 O -2.18 -1.02 1.34  C6 1.459, C7 1.417

Computed relative energies in units of eV: run 1 1.384; run 2 0.000